Below is 11 unconnected molecules or ions with the total composition C60H153N11O19 at a distorted geometry, with properties calculated with ωB97M-V/def2-TZVPD.

XYZ file:
```
243
Properties=species:S:1:pos:R:3
C -16.1323 17.7418 6.7871
C -15.2995 16.5348 6.3402
C -14.0558 16.9953 5.4531
O -14.4571 17.4837 4.1235
C -13.3856 17.5019 3.0507
N -14.9805 15.8366 7.6032
H -16.3630 18.2893 5.8733
H -15.6302 18.3357 7.5508
H -17.0899 17.3676 7.1491
H -16.0260 15.8537 5.8972
H -13.2630 16.2499 5.3896
H -13.5806 17.8525 5.9301
H -13.7887 17.6122 2.0440
H -12.8505 16.5539 3.1042
H -12.5873 18.2346 3.1687
H -14.5748 14.9454 7.3556
H -14.3298 16.2865 8.2311
C -6.9012 15.7325 -0.8995
C -6.8270 14.3797 -0.0834
C -5.8547 14.4135 1.0926
O -4.5924 14.9322 0.6512
C -3.6797 15.3723 1.6421
N -8.1620 14.1210 0.3924
H -6.4977 16.6245 -0.4203
H -7.9438 15.8047 -1.2091
H -6.3475 15.6610 -1.8357
H -6.5752 13.6361 -0.8395
H -5.6974 13.4698 1.6150
H -6.2559 15.0824 1.8540
H -2.6893 15.5950 1.2451
H -3.4433 14.5707 2.3418
H -4.1530 16.1590 2.2297
H -8.1632 13.1114 0.4198
H -8.7750 14.3866 -0.3651
C -10.7818 23.0979 1.3432
C -11.9569 23.5027 0.5299
C -12.9596 22.4192 0.2032
O -12.3861 21.2879 -0.3280
C -11.9647 21.4404 -1.6665
N -12.5383 24.7391 1.0004
H -9.8691 22.7961 0.8294
H -11.0935 22.2276 1.9207
H -10.5156 23.7905 2.1417
H -11.5923 23.6756 -0.4826
H -13.7378 22.7557 -0.4819
H -13.3601 22.0955 1.1639
H -11.1090 22.0965 -1.8260
H -12.8022 21.9298 -2.1639
H -11.8665 20.4969 -2.2033
H -13.1049 24.5954 1.8240
H -13.1473 25.0714 0.2664
C -13.2724 20.3491 -10.7593
O -14.5269 20.5597 -10.0440
C -14.6240 21.8630 -9.4571
C -15.8308 22.0835 -8.5899
N -17.0987 22.3078 -9.3433
C -17.6371 21.1275 -9.9392
C -18.0809 20.0232 -8.9631
O -18.8925 20.6653 -7.9692
C -19.1695 19.7634 -6.9307
H -12.9848 19.3133 -10.9398
H -12.5219 20.7466 -10.0761
H -13.2146 20.9209 -11.6854
H -14.5729 22.6903 -10.1649
H -13.7860 22.0183 -8.7776
H -15.7955 22.9622 -7.9460
H -15.9057 21.2776 -7.8598
H -17.7857 22.7485 -8.7484
H -16.9131 20.8064 -10.6881
H -18.4734 21.4828 -10.5413
H -17.2224 19.4549 -8.6052
H -18.6254 19.1838 -9.3955
H -19.6758 20.3200 -6.1421
H -18.3398 19.1526 -6.5749
H -19.8049 19.0444 -7.4479
C -15.2308 14.2222 0.0301
O -13.7924 14.3540 0.0411
C -13.1494 13.4706 0.8829
C -11.6099 13.7717 0.8253
N -10.8848 13.1161 1.9349
C -10.4437 11.7710 1.5110
C -9.3657 11.2005 2.4720
O -8.0691 11.7581 2.1474
C -7.3776 12.0942 3.3388
H -15.5957 13.3200 -0.4609
H -15.5362 14.9982 -0.6718
H -15.5982 14.3581 1.0472
H -13.3698 12.4206 0.6907
H -13.3307 13.6338 1.9452
H -11.7020 14.8277 1.0795
H -11.2121 13.6100 -0.1766
H -10.0895 13.5203 2.4083
H -9.9938 11.9318 0.5313
H -11.2928 11.0903 1.4488
H -9.2470 10.1976 2.0617
H -9.6718 11.0725 3.5103
H -6.3497 12.4278 3.1964
H -7.4052 11.3172 4.1027
H -8.0114 12.7964 3.8805
C -13.8767 11.3245 -5.0767
O -13.8648 11.5489 -3.6226
C -14.5222 10.6208 -2.7754
C -16.0819 10.5662 -2.9664
N -16.6845 9.6969 -2.0469
C -18.1381 9.5941 -2.3250
C -18.8175 8.4454 -1.4922
O -18.8647 7.2459 -2.1898
C -20.1058 6.6805 -2.6445
H -14.4458 10.4576 -5.4122
H -12.8101 11.3664 -5.2974
H -14.3622 12.1737 -5.5576
H -14.2581 10.9332 -1.7651
H -14.2340 9.5804 -2.9263
H -16.3384 10.3747 -4.0084
H -16.3491 11.6149 -2.8357
H -16.3849 9.8135 -1.0895
H -18.3165 9.3854 -3.3799
H -18.6436 10.5542 -2.2211
H -19.7301 8.7283 -0.9675
H -18.2627 8.1355 -0.6067
H -20.4952 7.0795 -3.5810
H -20.9224 6.8964 -1.9555
H -20.0398 5.6114 -2.8463
C -18.4428 16.8543 -2.0866
O -18.3583 18.2803 -1.9303
C -18.0674 18.8209 -0.5896
C -19.3335 18.7607 0.3742
N -20.4300 19.3041 -0.4928
C -21.7668 19.0571 0.0087
C -22.0147 19.3666 1.4563
O -23.3277 19.0047 1.7451
C -23.4542 18.2150 2.9270
H -19.3258 16.4429 -1.5975
H -17.5039 16.3507 -1.8563
H -18.4347 16.5872 -3.1433
H -17.7678 19.8664 -0.6619
H -17.3190 18.2260 -0.0661
H -19.1431 19.3932 1.2412
H -19.4605 17.7668 0.8032
H -20.3851 19.0929 -1.4794
H -21.8511 17.9808 -0.1412
H -22.4376 19.6224 -0.6383
H -21.7754 20.3637 1.8261
H -21.3016 18.7419 1.9942
H -23.1312 18.8195 3.7745
H -22.9230 17.2640 2.8891
H -24.4680 17.9202 3.1978
C -25.4576 16.1980 -7.5891
O -24.2102 16.4938 -8.2556
C -23.6157 15.4508 -8.9688
C -22.2981 15.8880 -9.7990
N -20.9642 15.6959 -9.1068
C -20.8359 16.4103 -7.8187
C -19.4004 16.4412 -7.3324
O -18.4881 16.8887 -8.3509
C -17.1166 16.5302 -8.1704
H -26.1068 15.3653 -7.8595
H -26.1803 17.0073 -7.4845
H -25.2073 15.9884 -6.5491
H -24.2398 15.2249 -9.8333
H -23.5068 14.5551 -8.3573
H -22.3977 16.9202 -10.1349
H -22.3543 15.4061 -10.7751
H -20.2744 16.0307 -9.7642
H -21.4514 15.7287 -7.2315
H -21.1471 17.4461 -7.9541
H -19.0344 15.4857 -6.9568
H -19.2739 17.1367 -6.5027
H -17.0886 15.4601 -7.9653
H -16.7530 17.2002 -7.3912
H -16.5629 16.8203 -9.0634
C -14.0923 15.0521 -9.4449
O -14.7907 13.9968 -10.0510
C -14.3330 12.8178 -9.5154
C -13.2203 11.9938 -10.2669
N -11.9154 12.7074 -10.4369
C -10.8548 11.8601 -10.9552
C -11.0519 11.3192 -12.3981
O -10.7810 12.3579 -13.3606
C -10.9364 11.9543 -14.6461
H -14.4172 15.1226 -8.4069
H -14.2723 15.9175 -10.0827
H -13.0268 14.8654 -9.5788
H -15.3121 12.3762 -9.3295
H -13.9836 12.9845 -8.4964
H -13.6469 11.4185 -11.0885
H -12.9915 11.2570 -9.4969
H -12.0981 13.4952 -11.0420
H -10.8111 10.9633 -10.3374
H -9.9389 12.4421 -10.8520
H -12.1162 11.1067 -12.4991
H -10.3601 10.4883 -12.5368
H -10.0167 11.5028 -15.0180
H -11.1144 12.8910 -15.1742
H -11.8508 11.4017 -14.8618
C -15.2600 17.9461 -4.4310
O -15.3689 16.5834 -4.6144
C -14.0804 16.0267 -5.0313
C -13.1694 15.4605 -3.8520
N -12.7183 16.4030 -2.8662
C -11.6224 16.0208 -2.0203
C -10.8902 17.2579 -1.5548
O -10.5651 17.0019 -0.2040
C -9.8607 17.9822 0.5213
H -15.8536 18.0933 -3.5287
H -15.7970 18.4152 -5.2555
H -14.2458 18.3392 -4.3597
H -13.5131 16.6244 -5.7447
H -14.4605 15.1192 -5.5004
H -12.4599 14.9781 -4.5244
H -13.8389 14.8305 -3.2663
H -13.5586 16.4970 -2.3138
H -11.0223 15.2026 -2.4184
H -12.0700 15.5287 -1.1568
H -11.5854 18.0944 -1.6262
H -9.9439 17.5057 -2.0355
H -10.1618 17.8714 1.5630
H -10.0500 18.9568 0.0713
H -8.7934 17.7783 0.4361
C -0.7825 18.6001 7.2387
O -0.8534 19.8684 6.5702
C -1.9621 19.8831 5.7023
C -3.2102 20.5032 6.3988
N -4.3563 20.5009 5.4554
C -5.6262 20.8318 6.1309
C -6.8003 20.8861 5.1078
O -6.9977 19.6279 4.3546
C -8.0977 19.6304 3.4132
H -1.1079 18.8265 8.2541
H 0.2168 18.1683 7.1849
H -1.3733 17.8191 6.7600
H -2.1029 18.9437 5.1676
H -1.5812 20.4863 4.8782
H -2.9567 21.5551 6.5303
H -3.3716 20.0569 7.3800
H -4.3628 19.7120 4.8247
H -5.6341 21.8593 6.4946
H -5.9171 20.2540 7.0081
H -6.4676 21.6277 4.3816
H -7.7914 21.2334 5.4000
H -8.0141 20.2889 2.5487
H -9.0012 19.9146 3.9527
H -8.1327 18.6594 2.9193
```

* charge: +1
* lowest unoccupied orbital energy (alpha / beta): -3.007 / -8.058 eV
* multiplicity: 2
* HOMO-LUMO gap (alpha / beta): 6.497 / 1.446 eV
* total energy: -4408.590009 Ha
* energy relative to the best compared isomer or geometry (same formula, charge and spin): 638.3 kJ/mol



Below is 2 unconnected molecules or ions with the total composition C6H13N, with properties calculated with ωB97M-V/def2-TZVPD.

XYZ file:
```
20
Properties=species:S:1:pos:R:3
C 1.4302 -1.1491 1.1514
C 0.2505 -0.6625 0.8072
C -0.9824 0.0648 1.0719
C -1.1157 1.5630 0.9616
N -0.7304 -0.6893 -0.1751
C -1.4559 -1.9248 -0.4239
H 1.8951 -0.8568 2.0870
H 1.9709 -1.8303 0.5007
H -1.6584 -0.4188 1.7849
H -2.1293 1.8420 0.6539
H -0.9081 2.0368 1.9270
H -0.4076 1.9511 0.2236
H -0.8782 -2.5465 -1.1138
H -1.6329 -2.5004 0.4983
H -2.4173 -1.6912 -0.8903
C 1.7635 1.3762 -1.8176
H 2.2682 1.1287 -0.8801
H 0.8098 0.8428 -1.8524
H 2.3892 1.0743 -2.6614
H 1.5896 2.4546 -1.8680
```

* charge: 0
* lowest unoccupied orbital energy: 1.052 eV
* HOMO-LUMO gap: 9.831 eV
* total energy: -291.085467 Ha
* energy relative to the best compared isomer or geometry (same formula, charge and spin): 192.4 kJ/mol



- What is the formula in the second record?
  C6H13N